The following is a quantum chemistry calculation of a 14-piece molecular cluster, C67H144F9N11O18S3 overall at a distorted geometry, from the OMol25 dataset.

Energy above the lowest of the compared OMol25 structures with the same formula, charge and spin, eV: 0.000
Lowest unoccupied orbital energy, eV: -5.00

Structure (ORCA input):
```
! RIJCOSX wB97M-V def2-TZVPD def2/J DEFGRID3
* xyz 2 1
C 1.58834 3.27858 3.68012
C 1.47497 4.69549 4.24821
C 2.18070 4.71886 5.57975
N 2.45680 6.13500 6.16382
C 2.62606 7.27364 5.12335
C 1.13317 6.54201 7.03921
C 1.46392 6.17304 8.49895
C 2.90543 6.56638 8.60833
C 3.59504 6.18407 7.24154
H 2.67139 3.20798 3.57960
H 1.19465 3.04920 2.68992
H 1.18415 2.52930 4.36079
H 0.44653 5.03754 4.36402
H 1.92378 5.45634 3.60964
H 3.24137 4.75856 5.33174
H 2.03339 4.04103 6.42055
H 1.67610 7.53222 4.65557
H 3.35127 6.99114 4.36021
H 3.01595 8.19568 5.55454
H 1.06586 7.62595 6.94628
H 0.25920 5.99293 6.68879
H 0.76457 6.67638 9.16653
H 1.22365 5.11630 8.61585
H 2.80264 7.64199 8.75184
H 3.51415 6.12013 9.39473
H 4.40785 6.84373 6.93773
H 4.19390 5.27458 7.28926
C 0.42669 2.37270 -0.30399
C 0.57749 0.95040 -0.92240
C 2.00927 0.65727 -1.20893
N 2.38510 -0.78222 -1.58275
C 1.82708 -1.07073 -3.04073
C 2.06038 -1.84500 -0.50822
C 3.11867 -2.87833 -0.52462
C 4.15252 -2.40168 -1.45837
C 3.94476 -0.89413 -1.54749
H 1.23583 2.58045 0.39618
H -0.45705 2.54031 0.31165
H 0.39627 3.18235 -1.03313
H 0.08495 0.78632 -1.88083
H 0.08956 0.19435 -0.30725
H 2.47026 0.76703 -0.22733
H 2.43046 1.25323 -2.01859
H 2.30976 -1.96089 -3.44413
H 2.05054 -0.19692 -3.65280
H 0.75484 -1.12446 -2.85229
H 1.08080 -2.16987 -0.85892
H 1.95140 -1.25126 0.39936
H 2.57994 -3.79254 -0.77380
H 3.53630 -3.05688 0.46624
H 4.13161 -2.76410 -2.48614
H 5.18296 -2.56567 -1.14309
H 4.57626 -0.45021 -2.31707
H 4.16764 -0.43873 -0.58259
C -3.66137 2.63634 -4.98414
C -2.29840 2.16360 -5.26955
C -1.35460 3.35805 -5.30262
N 0.06658 3.05234 -5.82053
C 0.83159 2.12728 -4.97131
C 0.85671 4.45405 -5.95274
C 1.77707 4.19323 -7.18409
C 0.80161 3.47217 -8.14817
C -0.04127 2.53608 -7.28479
H -3.72964 2.91809 -3.93340
H -4.27543 1.78540 -5.27898
H -4.02827 3.47848 -5.57090
H -2.41888 1.85288 -6.30735
H -1.87510 1.35686 -4.67114
H -1.21031 3.82332 -4.32752
H -1.79187 4.26641 -5.71706
H 1.86106 2.07516 -5.32570
H 0.31830 1.16574 -4.98015
H 0.85074 2.58564 -3.98256
H 1.41908 4.57950 -5.02749
H 0.06686 5.20411 -5.99347
H 2.57155 3.53244 -6.83731
H 2.26345 5.08271 -7.58455
H 1.36472 2.89111 -8.87850
H 0.16121 4.24141 -8.57975
H 0.37621 1.53534 -7.39585
H -1.05399 2.43888 -7.67601
C -1.68244 6.44421 -0.33829
C -3.06979 5.94594 -0.83399
C -4.24819 6.85571 -0.56159
N -5.62643 6.38713 -1.21237
C -5.81469 4.90021 -1.00574
C -6.85329 7.11181 -0.54933
C -6.92798 8.48631 -1.28810
C -6.65688 8.16862 -2.74378
C -5.87595 6.80157 -2.62542
H -1.06128 5.55647 -0.21920
H -1.75872 7.08729 0.53849
H -1.18901 7.11159 -1.04486
H -3.12792 5.04824 -0.21848
H -2.84134 5.66445 -1.86194
H -4.09018 7.86852 -0.93221
H -4.34757 6.98309 0.51637
H -6.82635 4.55712 -1.22240
H -5.53368 4.70518 0.02919
H -5.09937 4.34400 -1.61157
H -7.76502 6.54909 -0.74979
H -6.70670 7.17291 0.52904
H -7.84049 9.07666 -1.20495
H -6.19284 9.13519 -0.81204
H -7.54752 8.08502 -3.36657
H -6.12022 8.98120 -3.23347
H -6.48355 6.04960 -3.12886
H -4.91727 6.76436 -3.14276
C -5.04359 5.60010 7.15190
C -4.75783 4.74520 5.90668
C -3.33816 4.07390 6.00254
N -2.98722 3.19129 4.79537
C -1.63189 2.50002 5.13884
C -2.79299 3.95993 3.41684
C -3.00273 2.90584 2.37163
C -4.17163 2.09305 2.87447
C -3.93429 2.02583 4.41819
H -5.97556 5.24533 7.59198
H -5.21549 6.65327 6.92965
H -4.18180 5.63335 7.81847
H -4.69184 5.28108 4.95980
H -5.60840 4.09348 5.70698
H -3.36009 3.34332 6.81116
H -2.42084 4.62409 6.21210
H -0.90116 3.29539 5.28553
H -1.30859 2.00152 4.22502
H -1.87423 1.94096 6.04262
H -1.91512 4.55903 3.17491
H -3.69990 4.55657 3.51499
H -2.11754 2.30987 2.14947
H -3.19508 3.36397 1.40147
H -4.15260 1.06976 2.49947
H -5.14457 2.55513 2.70724
H -3.43817 1.10610 4.72813
H -4.82435 2.11482 5.04107
C 2.06835 -8.83532 -7.70193
C 1.59074 -7.65126 -6.78295
C 1.97471 -6.28931 -7.41928
N 1.64724 -4.96527 -6.59672
C 2.25471 -4.88384 -5.13662
C 2.06015 -3.69334 -7.35927
C 0.78493 -3.33774 -8.18152
C -0.26039 -3.52451 -7.09219
C 0.10862 -4.87939 -6.53222
H 1.37413 -9.04559 -8.51554
H 2.39263 -9.68822 -7.10571
H 2.99836 -8.51449 -8.17124
H 1.94404 -7.89024 -5.77987
H 0.51760 -7.57084 -6.60974
H 1.87093 -6.12515 -8.49183
H 3.06207 -6.22274 -7.38313
H 1.96306 -3.96363 -4.63041
H 3.33822 -5.00091 -5.15701
H 1.65316 -5.66694 -4.67511
H 2.50565 -2.88501 -6.77940
H 2.92546 -3.97406 -7.95971
H 0.62785 -2.30620 -8.49673
H 0.53765 -4.04026 -8.97740
H -0.15922 -2.84160 -6.24869
H -1.31920 -3.52114 -7.35103
H -0.23466 -4.99974 -5.50471
H -0.32730 -5.72459 -7.06488
C -5.83149 -6.63500 1.77287
C -5.36030 -5.26029 2.32076
C -4.29068 -4.71977 1.40374
N -3.57766 -3.36135 1.80254
C -4.57170 -2.16412 1.81381
C -2.39160 -3.12651 0.83093
C -1.44320 -2.17822 1.48446
C -1.68159 -2.41772 3.01674
C -2.78602 -3.47896 3.12509
H -5.01982 -7.33409 1.57147
H -6.51250 -6.54084 0.92703
H -6.42903 -7.17336 2.50855
H -4.99422 -5.32242 3.34557
H -6.28582 -4.68558 2.35588
H -4.67766 -4.64342 0.38761
H -3.34463 -5.26026 1.43497
H -5.36315 -2.37204 2.53387
H -4.84137 -2.05713 0.76313
H -4.01418 -1.27577 2.11062
H -2.78899 -2.79359 -0.12790
H -1.86292 -4.07047 0.69854
H -1.65191 -1.14697 1.19976
H -0.40063 -2.46962 1.35699
H -1.97816 -1.54635 3.60057
H -0.86129 -2.90997 3.53914
H -3.45682 -3.32448 3.97023
H -2.41731 -4.46627 3.40323
C 2.51101 -7.90949 -0.36942
C 1.95268 -8.06879 1.05529
C 2.79214 -7.24563 1.97567
N 2.01617 -6.47068 3.03809
C 1.14536 -5.42085 2.32188
C 2.92479 -5.77226 4.03288
C 2.10409 -5.63791 5.26363
C 0.92994 -6.59647 5.14617
C 1.09150 -7.42028 3.87723
H 1.79312 -8.35313 -1.05929
H 3.51561 -8.31035 -0.50434
H 2.37953 -6.89346 -0.74156
H 2.13422 -9.09357 1.37930
H 0.90441 -7.78036 0.97762
H 3.24180 -6.40600 1.44565
H 3.59983 -7.78594 2.46944
H 0.39261 -5.85246 1.66220
H 1.79120 -4.77919 1.72249
H 0.59965 -4.90728 3.11344
H 3.29652 -4.78881 3.74524
H 3.75192 -6.44153 4.26959
H 1.67436 -4.65450 5.45430
H 2.75595 -5.79348 6.12327
H -0.06585 -6.15342 5.16049
H 0.87443 -7.24434 6.02097
H 0.09155 -7.50837 3.45244
H 1.68273 -8.33572 3.89986
N 3.44506 -0.19835 -5.90337
O 4.08411 0.74557 -6.37251
O 3.99881 -1.03794 -5.14512
O 2.29063 -0.38384 -6.29246
N -3.31600 1.02672 -1.19082
O -4.32777 1.11759 -1.88913
O -3.00883 -0.04032 -0.75655
O -2.61793 1.95748 -0.97500
N -0.14852 -4.98937 -2.23938
O 0.33767 -5.04091 -1.11563
O -0.68666 -6.02314 -2.65555
O -0.02733 -3.95872 -2.94170
C 6.41365 -4.89760 1.12154
F 5.20235 -4.33745 1.33185
F 6.39075 -5.98731 0.35528
F 7.18966 -3.93477 0.49982
S 7.07637 -5.26102 3.00504
O 8.21025 -6.14176 2.71472
O 7.49171 -3.93068 3.52364
O 6.02115 -5.92998 3.78121
C 8.29874 -1.18637 -2.55189
F 9.49416 -1.31807 -3.09695
F 7.41801 -1.31676 -3.52420
F 8.16449 -2.17348 -1.67698
S 8.37535 0.58467 -1.69812
O 6.94467 0.87434 -1.55876
O 9.04255 0.55058 -0.37630
O 9.08325 1.44282 -2.62783
C 1.43911 -0.62297 4.96001
F 0.45333 0.26360 4.63891
F 2.34987 -0.19343 5.76753
F 0.85143 -1.66316 5.43486
S 2.28691 -1.05081 3.17986
O 1.65489 -2.27589 2.65472
O 2.03771 0.18619 2.36158
O 3.71445 -1.24549 3.48407
*
```

---

The following is a quantum chemistry calculation of a 10-piece molecular cluster, C67H155N9O overall at a distorted geometry, from the OMol25 dataset.

Energy above the lowest of the compared OMol25 structures with the same formula, charge and spin, eV: 0.000
Lowest unoccupied orbital energy, eV: -11.74

Structure (ORCA input):
```
! RIJCOSX wB97M-V def2-TZVPD def2/J DEFGRID3
* xyz 8 1
N -45.69685 -17.75135 2.07117
H -44.94175 -17.73740 2.74180
H -46.37720 -17.11263 2.45753
H -46.10734 -18.67160 2.00253
H -45.33861 -17.37326 1.20583
C -42.42839 -15.46693 7.14854
C -41.45859 -16.26674 6.30227
C -40.09153 -16.49337 7.05592
O -41.99630 -17.45166 5.67936
H -41.90634 -14.57976 7.50701
H -42.70569 -16.07897 8.00680
H -43.27027 -15.13068 6.54334
H -41.11990 -15.62078 5.49225
H -40.15222 -16.94093 8.04794
H -39.58713 -15.52748 7.02872
H -39.45623 -17.22025 6.54980
C -38.29908 -21.36313 17.46594
C -38.85163 -19.95014 17.08602
C -40.27821 -19.69161 17.58572
N -41.01887 -18.42051 17.11610
C -40.40074 -17.22670 17.70016
C -41.15982 -18.30524 15.57500
C -42.30804 -17.28830 15.40837
C -43.29534 -17.55300 16.52119
C -42.53004 -18.51784 17.48461
H -38.40844 -21.62391 18.51862
H -37.22528 -21.35440 17.27892
H -38.73376 -22.21386 16.94115
H -38.74479 -19.72445 16.02501
H -38.19240 -19.15978 17.44495
H -40.42980 -19.79542 18.66012
H -40.96600 -20.44661 17.20490
H -40.16576 -17.40272 18.74988
H -40.97548 -16.38451 17.31483
H -39.40325 -17.18049 17.26315
H -40.24453 -18.09090 15.02327
H -41.52117 -19.28282 15.25585
H -41.91041 -16.27360 15.42754
H -42.73558 -17.46044 14.42060
H -43.52577 -16.63982 17.06991
H -44.20458 -18.05203 16.18600
H -42.77892 -18.28306 18.51952
H -42.83777 -19.55990 17.39790
C -31.22291 -14.20955 3.29556
C -31.73809 -13.95359 4.67301
C -31.20058 -14.88880 5.73172
N -31.60987 -14.57780 7.24546
C -33.09737 -14.76052 7.48186
C -31.15493 -13.11554 7.69605
C -30.44518 -13.23571 8.99416
C -29.78895 -14.55472 8.86453
C -30.79349 -15.49506 8.16307
H -31.60412 -13.53731 2.52687
H -31.42229 -15.20277 2.89324
H -30.14221 -14.11997 3.18532
H -32.81960 -14.00728 4.54831
H -31.46892 -12.90997 4.83584
H -30.11459 -14.92136 5.81929
H -31.63250 -15.88754 5.66782
H -33.27321 -14.55401 8.53758
H -33.44153 -15.75949 7.21407
H -33.45039 -13.96342 6.82757
H -32.00831 -12.43747 7.70306
H -30.46273 -12.73393 6.94549
H -31.10718 -13.21952 9.85994
H -29.86293 -12.34527 9.23126
H -29.55395 -14.84373 9.88890
H -28.86697 -14.57508 8.28347
H -31.43274 -16.07521 8.82858
H -30.26311 -16.24104 7.57120
C -34.37472 -26.66498 6.65217
C -35.74647 -26.70259 7.37876
C -35.66325 -25.80077 8.58381
N -37.06370 -25.42462 9.16719
C -37.78242 -26.61636 9.84396
C -38.02869 -24.69273 8.14643
C -39.00671 -23.84268 9.02323
C -38.25400 -23.65313 10.36721
C -36.87512 -24.24226 10.14242
H -34.25358 -27.47939 5.93792
H -33.46274 -26.54528 7.23704
H -34.36166 -25.81615 5.96849
H -35.88793 -27.72117 7.74014
H -36.54068 -26.47284 6.66845
H -35.11978 -24.90807 8.27426
H -35.11848 -26.06793 9.48933
H -38.18186 -27.22655 9.03389
H -38.72258 -26.25580 10.26134
H -37.07083 -27.17160 10.45506
H -38.47362 -25.50705 7.57458
H -37.46495 -23.95900 7.57029
H -39.99385 -24.28457 9.15884
H -39.22708 -22.84550 8.64222
H -38.78804 -24.15911 11.17149
H -38.30331 -22.62554 10.72739
H -36.44333 -24.59374 11.07950
H -36.20390 -23.57411 9.60286
C -35.38090 -8.69905 12.36722
C -36.63748 -9.38469 11.90804
C -37.96220 -8.59032 11.95667
N -39.19188 -9.26287 11.29004
C -39.41311 -10.69186 11.82349
C -40.48358 -8.39288 11.45908
C -40.63475 -7.54793 10.18186
C -39.67755 -8.03391 9.15786
C -39.03169 -9.34233 9.74927
H -34.88647 -8.32138 11.47223
H -34.68259 -9.31966 12.92873
H -35.64339 -7.87259 13.02766
H -36.71843 -10.17445 12.65492
H -36.47062 -9.83789 10.93086
H -37.76543 -7.64744 11.44642
H -38.36874 -8.40859 12.95155
H -40.26864 -11.14028 11.31841
H -39.74603 -10.67747 12.86131
H -38.44253 -11.13025 11.59141
H -41.28995 -9.08614 11.69833
H -40.30289 -7.72471 12.30109
H -41.64476 -7.63585 9.78152
H -40.41815 -6.49689 10.37287
H -40.17021 -8.26520 8.21347
H -38.84193 -7.36717 8.94504
H -39.58141 -10.14822 9.26301
H -37.97489 -9.35514 9.48258
C -37.67724 -15.25637 0.62748
C -37.70140 -16.60820 -0.07210
C -37.57395 -17.81688 0.89971
N -37.60950 -19.20463 0.27111
C -38.84731 -19.43228 -0.64973
C -37.71519 -20.18776 1.43819
C -37.37802 -21.50987 0.78939
C -36.33714 -21.23752 -0.31446
C -36.31104 -19.69829 -0.49376
H -38.20075 -15.25199 1.58352
H -38.19129 -14.44818 0.10721
H -36.62532 -15.01715 0.78353
H -36.85002 -16.51938 -0.74691
H -38.64902 -16.74922 -0.59194
H -38.52535 -17.79552 1.43121
H -36.77169 -17.72108 1.63135
H -38.93619 -18.57337 -1.31492
H -39.78680 -19.42389 -0.09710
H -38.64588 -20.33598 -1.22492
H -38.67750 -20.33151 1.92953
H -37.03181 -19.81512 2.20122
H -38.21096 -22.14408 0.48592
H -37.02110 -22.23890 1.51687
H -36.67408 -21.82587 -1.16794
H -35.41824 -21.73707 -0.00761
H -36.37230 -19.31815 -1.51349
H -35.46636 -19.31372 0.07783
C -52.71579 -21.95702 11.54146
C -51.84842 -21.66056 10.42746
C -50.38368 -21.14051 10.80753
N -49.51264 -20.46424 9.62513
C -50.27731 -19.39589 8.82942
C -48.20241 -19.77431 10.20552
C -47.05832 -20.64412 9.84473
C -47.45665 -21.24787 8.49059
C -48.98308 -21.54227 8.63111
H -52.76180 -21.03238 12.11681
H -52.30150 -22.76236 12.14799
H -53.67976 -22.38036 11.25922
H -52.34036 -20.92408 9.79210
H -51.79707 -22.58660 9.85483
H -49.73773 -21.91515 11.22079
H -50.55209 -20.29431 11.47362
H -50.68289 -18.67638 9.54069
H -51.11726 -19.94329 8.40170
H -49.68771 -18.97954 8.01264
H -47.96112 -18.85642 9.66945
H -48.38609 -19.70916 11.27795
H -46.10153 -20.12762 9.76807
H -46.82737 -21.24140 10.72678
H -47.33231 -20.56836 7.64744
H -46.84903 -22.09465 8.17142
H -49.54074 -21.59076 7.69582
H -49.18591 -22.48530 9.13872
C -49.35396 -9.51246 16.90192
C -49.15503 -10.03322 15.52828
C -48.70484 -9.06175 14.48202
N -49.04620 -9.44913 12.98607
C -50.57093 -9.37498 12.72801
C -48.45514 -10.82810 12.51361
C -48.13917 -10.77984 10.98680
C -48.37928 -9.35689 10.58162
C -48.30915 -8.53242 11.96991
H -50.09599 -8.71403 16.90228
H -48.43860 -9.01370 17.22045
H -49.60691 -10.21596 17.69514
H -50.04690 -10.56288 15.19341
H -48.42742 -10.84079 15.60887
H -47.62815 -8.90216 14.54008
H -49.14918 -8.08259 14.66061
H -51.03361 -8.46209 13.10308
H -50.79453 -10.28274 13.28842
H -50.91305 -9.55549 11.70896
H -49.24672 -11.56695 12.63846
H -47.59704 -11.04652 13.14927
H -48.77898 -11.50590 10.48523
H -47.09513 -11.09003 10.94357
H -49.34233 -9.06727 10.16119
H -47.71108 -9.08766 9.76362
H -48.85248 -7.58848 11.92647
H -47.24318 -8.41664 12.16587
C -42.12243 -6.02988 1.53246
C -42.60451 -7.50042 1.18242
C -44.09717 -7.58751 1.56493
N -44.76257 -8.70065 0.69544
C -44.05103 -10.06438 1.00648
C -44.71699 -8.30425 -0.84122
C -45.91372 -9.09053 -1.46202
C -46.84527 -9.47970 -0.36367
C -46.22060 -8.95293 0.93339
H -42.59869 -5.65054 2.43655
H -42.17151 -5.32822 0.69977
H -41.06776 -6.02518 1.80769
H -41.97300 -8.16833 1.76824
H -42.42804 -7.60144 0.11155
H -44.71650 -6.76335 1.21097
H -44.27568 -7.70859 2.63338
H -44.43145 -10.88136 0.39335
H -44.13781 -10.36231 2.05138
H -43.00637 -9.89964 0.74256
H -43.72820 -8.62054 -1.17343
H -44.78200 -7.21625 -0.82918
H -45.58584 -9.92542 -2.08133
H -46.48652 -8.48661 -2.16577
H -46.94968 -10.55047 -0.18863
H -47.84795 -9.05253 -0.38016
H -46.21703 -9.68231 1.74338
H -46.63271 -8.00395 1.27648
*
```